(1)
The following is a DFT calculation (the ωB97M-V functional and the def2-TZVPD basis) of a molecular structure, C41H44F6GeMgN9O5S3.

Geometry as XYZ:
```
110
C41H44F6GeMgN9O5S3, DFT the ωB97M-V functional and the def2-TZVPD basis
Mg -1.688 1.445 0.591
F -2.741 -1.711 5.085
C -2.424 -0.444 5.296
F -3.518 0.258 5.558
F -1.613 -0.378 6.350
S -1.496 0.271 3.823
O -1.054 -0.849 3.045
O -0.532 1.140 4.415
N -2.592 1.156 2.979
S -3.583 0.201 2.147
O -4.265 -0.768 2.942
O -2.896 -0.243 0.927
C -4.921 1.407 1.561
F -6.090 0.864 1.875
F -4.847 1.538 0.245
F -4.808 2.580 2.149
S -2.325 3.688 -0.194
C -1.897 3.327 -1.835
N -1.286 4.185 -2.571
N -1.019 3.891 -3.876
C 0.117 4.424 -4.458
C 0.523 3.941 -5.704
C 1.670 4.433 -6.300
C 2.428 5.413 -5.674
C 2.010 5.902 -4.444
C 0.868 5.418 -3.829
N -2.176 2.073 -2.467
N -2.374 1.084 -1.733
C -2.561 -0.124 -2.514
C -3.217 -1.201 -1.939
C -3.436 -2.353 -2.684
C -2.990 -2.438 -3.990
C -2.327 -1.358 -4.561
C -2.119 -0.203 -3.832
H -1.391 3.032 -4.259
H -0.067 3.182 -6.201
H 1.971 4.050 -7.266
H 3.330 5.788 -6.138
H 2.582 6.678 -3.952
H 0.544 5.792 -2.871
H -3.575 -1.136 -0.927
H -3.953 -3.188 -2.231
H -3.153 -3.339 -4.565
H -1.967 -1.417 -5.580
H -1.607 0.639 -4.277
C -2.773 -3.883 1.176
Ge -1.013 -3.051 0.920
C -0.314 -3.673 -0.819
C 0.118 -2.782 -1.799
C 0.631 -3.237 -3.005
C 0.718 -4.598 -3.251
C 0.289 -5.499 -2.288
C -0.223 -5.038 -1.083
C 0.160 -3.685 2.359
C -0.460 -4.072 3.522
C 0.264 -4.368 4.696
C 1.619 -4.249 4.709
C 2.315 -3.851 3.541
C 3.727 -3.724 3.548
C 4.405 -3.361 2.422
C 3.693 -3.105 1.231
C 2.331 -3.204 1.204
C 1.591 -3.575 2.356
H -2.651 -4.875 1.613
H -3.260 -3.979 0.209
H -3.409 -3.288 1.831
H 0.039 -1.717 -1.618
H 0.955 -2.530 -3.759
H 1.117 -4.957 -4.190
H 0.361 -6.563 -2.473
H -0.547 -5.756 -0.340
H -1.540 -4.134 3.562
H -0.266 -4.674 5.587
H 2.186 -4.459 5.608
H 4.259 -3.926 4.468
H 5.483 -3.276 2.438
H 4.234 -2.834 0.334
H 1.801 -3.000 0.284
C 0.596 5.249 4.390
N 0.540 4.388 3.230
C 1.463 4.309 2.216
C 0.988 3.369 1.356
N -0.198 2.864 1.825
C -0.431 3.502 2.944
H 1.634 5.391 4.681
H 0.065 4.773 5.211
H 0.144 6.218 4.180
H 2.340 4.928 2.193
H 1.400 3.068 0.410
H -1.296 3.377 3.569
C 3.549 0.951 0.765
N 2.207 0.397 0.784
C 1.742 -0.015 2.096
C 1.329 0.608 -0.216
O 0.095 0.681 -0.016
N 1.855 0.747 -1.470
C 1.016 1.310 -2.512
C 2.946 -0.119 -1.905
H 3.690 1.518 1.687
H 3.673 1.628 -0.076
H 4.308 0.166 0.720
H 2.488 -0.680 2.535
H 0.809 -0.558 1.998
H 1.590 0.850 2.746
H 0.376 2.080 -2.088
H 0.396 0.547 -2.990
H 1.652 1.779 -3.263
H 3.932 0.294 -1.692
H 2.862 -0.244 -2.982
H 2.867 -1.102 -1.439
```

For the highest occupied orbital energy (spin up / spin down), the calculation gives -7.0 / -7.0 eV. The total energy comes out at -177651.55373 eV. As for the spin multiplicity: 2. The calculation puts the lowest unoccupied orbital energy (spin up / spin down) at -0.66 / -0.66 eV.

---

(2)
The following is a DFT calculation (the ωB97M-V functional and the def2-TZVPD basis) of a molecular structure, C41H44IrN3O3P2Si.

Geometry as XYZ:
```
95
C41H44IrN3O3P2Si, DFT the ωB97M-V functional and the def2-TZVPD basis
Ir 0.380 -0.271 0.511
N -2.510 -0.196 1.003
P -1.558 -1.534 0.571
C -2.191 -2.180 -0.977
C -3.457 -1.846 -1.449
C -3.930 -2.420 -2.621
C -3.136 -3.313 -3.325
C -1.865 -3.636 -2.863
C -1.392 -3.074 -1.690
C -1.718 -2.832 1.786
C -2.734 -3.784 1.665
C -2.891 -4.746 2.650
C -2.037 -4.766 3.745
C -1.015 -3.831 3.860
C -0.854 -2.865 2.881
P -1.407 1.073 1.012
C -1.845 2.262 -0.260
C -0.953 3.296 -0.560
C -1.257 4.206 -1.561
C -2.451 4.092 -2.264
C -3.345 3.075 -1.959
C -3.043 2.158 -0.961
C -1.507 1.890 2.600
C -1.349 1.105 3.746
C -1.390 1.694 4.997
C -1.593 3.066 5.110
C -1.768 3.845 3.976
C -1.726 3.262 2.716
H -3.451 -0.193 1.377
H -4.085 -1.156 -0.899
H -4.923 -2.179 -2.976
H -3.510 -3.766 -4.233
H -1.253 -4.339 -3.413
H -0.409 -3.342 -1.315
H -3.390 -3.780 0.804
H -3.677 -5.483 2.563
H -2.163 -5.520 4.510
H -0.347 -3.863 4.710
H -0.046 -2.145 2.956
H -0.043 3.419 0.020
H -0.578 5.021 -1.778
H -2.693 4.810 -3.036
H -4.284 3.001 -2.492
H -3.742 1.364 -0.733
H -1.225 0.031 3.662
H -1.280 1.086 5.886
H -1.631 3.524 6.089
H -1.951 4.907 4.070
H -1.879 3.876 1.838
C 2.103 2.922 2.908
Si 2.710 1.336 2.173
C 4.531 1.194 1.851
C 2.112 -0.143 3.118
N 1.867 1.163 0.503
C 2.155 1.872 -0.544
C 3.052 3.014 -0.536
C 3.310 3.691 -1.671
C 2.709 3.279 -2.902
C 1.852 2.213 -2.998
C 1.552 1.504 -1.836
O 0.760 0.462 -1.795
C 0.247 -0.091 -3.018
C 1.074 -0.927 -3.736
C 0.568 -1.472 -4.909
C -0.728 -1.175 -5.314
C -1.528 -0.331 -4.555
C -1.041 0.229 -3.380
H 2.517 3.010 3.917
H 1.015 2.919 3.006
H 2.402 3.816 2.359
H 5.023 0.938 2.793
H 5.009 2.097 1.475
H 4.726 0.385 1.143
H 1.031 -0.123 3.286
H 2.575 -0.126 4.110
H 2.389 -1.087 2.646
H 3.488 3.322 0.402
H 3.968 4.550 -1.668
H 2.939 3.840 -3.800
H 1.413 1.930 -3.943
H 2.083 -1.124 -3.394
H 1.188 -2.122 -5.511
H -1.113 -1.599 -6.232
H -2.534 -0.101 -4.880
H -1.638 0.897 -2.773
N 4.740 -3.255 -1.022
C 3.401 -3.399 -0.360
C 2.746 -2.008 -0.364
O 1.618 -1.985 0.212
O 3.357 -1.090 -0.914
H 4.846 -3.847 -1.846
H 5.519 -3.456 -0.395
H 4.770 -2.251 -1.304
H 3.526 -3.763 0.656
H 2.792 -4.111 -0.911
```

For the highest occupied orbital energy (spin up / spin down), the calculation gives -15.9 / -16.0 eV. The total energy comes out at -83118.05637 eV. As for the charge: +3. As for the spin multiplicity: 2. The calculation puts the lowest unoccupied orbital energy (spin up / spin down) at -10.47 / -10.47 eV.

---

(3)
The following is a DFT calculation (the ωB97M-V functional and the def2-TZVPD basis) of a molecular structure, C41H44N2O3PdS.

Geometry as XYZ:
```
92
C41H44N2O3PdS, DFT the ωB97M-V functional and the def2-TZVPD basis
Pd 0.292 -0.739 0.376
O -2.076 -0.444 -0.193
C -2.862 0.585 0.144
C -2.062 1.707 0.914
C -0.970 2.327 0.103
C -1.261 3.349 -0.798
C -0.239 3.900 -1.546
C 1.045 3.421 -1.369
C 1.271 2.398 -0.451
C 2.655 1.858 -0.264
C 2.968 0.545 -1.088
O 2.552 -0.539 -0.416
C 2.297 0.665 -2.487
C 2.691 1.582 -3.459
C 2.012 1.688 -4.665
C 0.922 0.865 -4.923
C 0.539 -0.071 -3.972
C 1.226 -0.176 -2.769
C 4.504 0.455 -1.346
C 5.035 -0.832 -1.431
C 6.381 -1.048 -1.676
C 7.248 0.029 -1.835
C 6.740 1.315 -1.753
C 5.384 1.522 -1.515
N 0.279 1.868 0.278
C -3.482 1.251 -1.119
C -2.830 1.013 -2.326
C -3.249 1.629 -3.496
C -4.344 2.486 -3.485
C -5.016 2.713 -2.291
C -4.586 2.099 -1.119
C -4.027 0.129 1.071
C -4.724 0.926 1.978
C -5.738 0.397 2.773
C -6.081 -0.942 2.671
C -5.394 -1.748 1.769
C -4.380 -1.215 0.990
H -1.610 1.209 1.773
H -2.730 2.499 1.263
H -2.283 3.689 -0.914
H -0.442 4.690 -2.261
H 1.872 3.817 -1.943
H 2.792 1.557 0.775
H 3.358 2.662 -0.493
H 3.540 2.232 -3.275
H 2.332 2.416 -5.404
H 0.384 0.948 -5.862
H -0.299 -0.733 -4.160
H 0.943 -0.920 -2.033
H 4.341 -1.650 -1.285
H 6.759 -2.062 -1.738
H 8.305 -0.135 -2.018
H 7.400 2.168 -1.871
H 5.028 2.543 -1.463
H -1.983 0.337 -2.292
H -2.710 1.449 -4.419
H -4.674 2.968 -4.398
H -5.880 3.369 -2.270
H -5.123 2.288 -0.196
H -4.476 1.974 2.089
H -6.254 1.037 3.481
H -6.866 -1.357 3.294
H -5.645 -2.800 1.685
H -3.796 -1.804 0.297
C -1.257 -1.928 5.367
C -0.100 -1.033 4.932
C -0.197 -0.613 3.469
S 0.419 -1.820 2.236
O 0.100 -3.169 2.889
C 2.212 -1.617 2.649
C 2.941 -2.952 2.572
C 3.157 -3.412 1.134
H -1.131 -2.267 6.400
H -1.309 -2.797 4.715
H -2.205 -1.387 5.302
H 0.848 -1.544 5.114
H -0.090 -0.127 5.550
H 0.360 0.298 3.239
H -1.239 -0.440 3.189
H 2.316 -1.174 3.643
H 2.580 -0.930 1.882
H 2.355 -3.696 3.117
H 3.903 -2.848 3.089
H 2.199 -3.601 0.645
H 3.751 -4.331 1.096
H 3.643 -2.630 0.553
C -1.615 -3.983 0.352
C -0.892 -3.711 -0.882
N -0.354 -3.491 -1.872
H -1.922 -5.031 0.370
H -2.492 -3.342 0.393
H -0.983 -3.784 1.220
```

For the highest occupied orbital energy, the calculation gives -0.1 eV. The total energy comes out at -66668.27457 eV. As for the charge: -2. The calculation puts the lowest unoccupied orbital energy at 4.62 eV.

---

(4)
The following is a DFT calculation (the ωB97M-V functional and the def2-TZVPD basis) of a molecular structure, C41H45AsCl2NNiO2SSi.

Geometry as XYZ:
```
95
C41H45AsCl2NNiO2SSi, DFT the ωB97M-V functional and the def2-TZVPD basis
Ni -0.403 0.263 -0.048
S 1.881 -0.262 -0.099
C 2.006 -1.960 0.348
C 3.193 -2.448 0.910
C 3.323 -3.779 1.269
C 2.269 -4.668 1.089
C 1.084 -4.208 0.528
C 0.952 -2.876 0.160
As -0.610 -2.109 -0.692
C -1.827 -3.625 -0.680
C -1.888 -4.539 -1.726
C -2.737 -5.637 -1.641
C -3.523 -5.826 -0.512
C -3.463 -4.915 0.535
C -2.621 -3.815 0.447
C -0.035 -2.081 -2.549
C -0.724 -1.244 -3.417
C -0.292 -1.081 -4.726
C 0.824 -1.772 -5.172
C 1.508 -2.622 -4.309
C 1.087 -2.771 -2.996
H 4.011 -1.755 1.066
H 4.254 -4.126 1.705
H 2.367 -5.707 1.377
H 0.260 -4.897 0.384
H -1.277 -4.393 -2.608
H -2.780 -6.346 -2.458
H -4.185 -6.680 -0.449
H -4.077 -5.055 1.415
H -2.578 -3.102 1.265
H -1.590 -0.692 -3.073
H -0.821 -0.396 -5.377
H 1.174 -1.636 -6.188
H 2.385 -3.157 -4.653
H 1.643 -3.410 -2.319
Cl -3.064 -3.088 -4.649
C -3.958 -2.064 -5.726
C -4.203 -2.563 -6.999
C -4.749 -1.759 -7.981
C -5.039 -0.435 -7.686
C -4.822 0.042 -6.409
Cl -5.220 1.705 -6.086
C -4.307 -0.755 -5.366
N -4.122 -0.184 -4.123
C -4.425 -0.686 -2.857
C -5.149 -1.862 -2.679
C -5.339 -2.383 -1.408
C -4.842 -1.719 -0.300
C -4.225 -0.486 -0.475
C -4.047 0.073 -1.731
C -3.547 1.492 -1.884
C -2.111 1.582 -2.369
O -1.900 1.863 -3.549
O -1.233 1.283 -1.496
H -3.913 -3.582 -7.213
H -4.926 -2.151 -8.974
H -5.443 0.232 -8.434
H -3.743 0.757 -4.151
H -5.545 -2.382 -3.540
H -5.875 -3.318 -1.292
H -4.963 -2.132 0.693
H -3.895 0.078 0.392
H -3.637 2.008 -0.928
H -4.164 2.033 -2.604
C 1.183 1.915 2.550
Si -0.494 1.156 2.119
C -0.811 -0.146 3.507
C -2.292 -0.516 3.633
C -0.040 -1.408 3.112
C -0.303 0.307 4.881
C -1.708 2.649 2.239
C -3.120 2.272 1.779
C -1.805 3.283 3.632
C -1.171 3.706 1.263
H 1.121 2.600 3.400
H 1.595 2.458 1.696
H 1.902 1.126 2.784
H -2.717 -0.821 2.671
H -2.891 0.313 4.016
H -2.415 -1.355 4.332
H -0.410 -1.826 2.177
H -0.147 -2.178 3.889
H 1.027 -1.216 2.974
H -0.788 1.220 5.229
H 0.774 0.488 4.874
H -0.499 -0.477 5.627
H -3.581 1.506 2.400
H -3.103 1.900 0.751
H -3.776 3.154 1.800
H -2.298 2.619 4.347
H -2.405 4.203 3.582
H -0.830 3.553 4.042
H -1.019 3.298 0.258
H -0.218 4.119 1.603
H -1.883 4.539 1.183
```

For the highest occupied orbital energy (spin up / spin down), the calculation gives -3.9 / -4.7 eV. The total energy comes out at -194476.39592 eV. As for the charge: -1. As for the spin multiplicity: 3. The calculation puts the lowest unoccupied orbital energy (spin up / spin down) at 2.35 / 2.35 eV.

---

(5)
The following is a DFT calculation (the ωB97M-V functional and the def2-TZVPD basis) of a molecular structure, C41H45CaIN6O3.

Geometry as XYZ:
```
97
C41H45CaIN6O3, DFT the ωB97M-V functional and the def2-TZVPD basis
Ca -1.254 0.687 0.447
C -0.093 4.294 -2.503
O -0.479 3.142 -3.256
C -0.921 2.287 -2.356
N -0.867 2.567 -1.123
C -0.538 4.000 -1.079
C 0.548 4.475 -0.161
C 1.526 3.692 0.465
C 2.472 4.314 1.255
C 2.547 5.719 1.318
C 1.666 6.477 0.569
C 0.637 5.876 -0.140
C -1.428 1.007 -2.899
C -1.718 0.812 -4.262
C -2.195 -0.446 -4.631
C -2.288 -1.467 -3.663
C -1.908 -1.198 -2.370
N -1.483 0.020 -1.948
C -1.987 -2.191 -1.261
N -1.845 -1.859 -0.055
C -2.085 -3.096 0.719
C -2.094 -4.217 -0.367
O -2.241 -3.451 -1.608
C -1.114 -3.264 1.858
C -1.402 -4.027 2.920
C -0.588 -4.052 4.040
C 0.520 -3.218 4.114
C 0.878 -2.434 2.983
C 0.062 -2.497 1.880
H -0.464 5.180 -3.002
H 0.982 4.368 -2.639
H -1.467 4.553 -0.842
H 1.440 2.586 0.417
H 3.198 3.750 1.826
H 3.312 6.219 1.966
H 1.645 7.549 0.751
H -0.115 6.501 -0.626
H -1.609 1.628 -4.980
H -2.447 -0.713 -5.661
H -2.501 -2.498 -3.882
H -3.129 -3.059 1.126
H -2.950 -4.907 -0.291
H -1.135 -4.715 -0.430
H -2.297 -4.644 2.885
H -0.884 -4.592 4.940
H 1.141 -3.232 4.999
H 1.769 -1.855 3.028
H 0.312 -1.940 0.978
C -0.819 3.688 3.077
C -1.783 2.582 2.669
C -2.782 2.797 1.740
C -3.661 1.779 1.382
C -4.852 1.983 0.509
C -3.575 0.577 2.001
C -2.569 0.282 2.943
C -2.529 -0.986 3.729
C -1.653 1.299 3.264
H -0.636 3.509 4.153
H -1.252 4.693 2.958
H 0.086 3.661 2.454
H -2.902 3.794 1.349
H -4.838 1.246 -0.318
H -4.984 2.965 0.087
H -5.733 1.817 1.156
H -4.284 -0.194 1.836
H -3.069 -1.833 3.295
H -3.004 -0.810 4.693
H -1.508 -1.315 3.836
H -0.870 1.076 3.978
O 0.983 0.418 0.656
C 1.929 0.104 -0.094
C 3.285 -0.040 0.528
C 4.526 -0.301 -0.292
C 4.436 -1.533 -1.154
C 3.652 -1.375 -2.486
C 2.597 -0.281 -2.541
N 1.670 -0.151 -1.397
H 3.090 -0.818 1.246
H 3.395 0.908 1.128
H 5.330 -0.410 0.462
H 4.766 0.594 -0.906
H 3.917 -2.320 -0.552
H 5.413 -1.933 -1.429
H 3.242 -2.320 -2.762
H 4.355 -1.124 -3.271
H 1.959 -0.473 -3.427
H 3.031 0.707 -2.657
H 0.704 -0.078 -1.643
I 3.080 -6.143 0.261
C 2.334 -5.245 -1.397
C 2.156 -5.775 -2.673
N 1.630 -4.769 -3.451
N 1.409 -3.664 -2.710
C 1.846 -3.914 -1.501
H 2.340 -6.744 -3.085
H 1.248 -4.836 -4.386
H 1.764 -3.227 -0.716
```

For the highest occupied orbital energy, the calculation gives -12.7 eV. The total energy comes out at -84861.29168 eV. As for the charge: +2. The calculation puts the lowest unoccupied orbital energy at -5.93 eV.